1.
The following is a quantum chemistry calculation of 16 unconnected molecules or ions with the total composition H32O16, from the Open Molecules 2025 dataset.

Geometry as XYZ:
```
48
Properties=species:S:1:pos:R:3:forces:R:3:lowdin_spin:R:1
O -3.88012 2.86943 -1.15741 -0.11 1.37 -3.48 0.01
H -4.24924 2.24498 -1.80439 0.29 0.31 0.53 0.00
H -3.95366 2.47481 -0.34020 -0.14 -1.60 2.87 0.00
O 4.28082 0.66542 1.38655 5.66 -3.40 -0.76 0.03
H 4.72816 0.20513 2.14413 -0.52 0.54 -1.19 0.01
H 3.56860 1.04122 1.75348 -3.99 2.80 2.00 0.01
O -0.96397 0.43925 -1.82871 -2.35 -2.70 2.36 0.04
H -0.05293 0.52774 -2.08498 1.42 -0.05 -0.07 0.01
H -0.97967 -0.47756 -1.31476 0.14 2.65 -1.68 0.02
O 4.61299 -0.71601 -1.44371 -0.18 0.60 2.07 0.07
H 5.33243 -0.61025 -2.06968 0.27 0.28 0.21 0.02
H 4.84766 -0.28950 -0.54300 -0.37 -0.79 -2.16 0.01
O 2.66846 2.70030 1.27569 3.32 -1.99 -5.51 0.04
H 2.94488 2.94977 0.18470 -1.27 -1.04 4.55 0.03
H 2.24552 3.46296 1.49167 -2.25 3.46 1.08 0.01
O 1.58349 0.64940 -2.14181 -0.65 1.17 3.43 0.10
H 1.73772 0.57113 -3.01925 0.53 0.12 -5.03 0.03
H 2.15171 -0.04512 -1.85223 0.88 -1.24 1.08 0.03
O 1.13442 -2.98284 5.30519 -2.63 0.31 -1.64 0.01
H 1.23431 -3.79266 4.74982 -0.08 1.01 0.52 0.00
H 0.26427 -2.55598 4.91521 2.68 -1.26 1.05 0.00
O -2.60153 -1.33243 4.69418 2.05 0.04 -7.77 0.01
H -2.44707 -1.31396 5.53082 1.15 0.19 8.23 0.00
H -3.48437 -1.41095 4.50199 -3.15 -0.25 -0.43 0.00
O 1.91805 4.13023 -1.24655 3.05 10.74 6.80 0.07
H 1.95637 5.08627 -1.71416 -0.10 -3.37 1.61 0.02
H 1.71631 3.60030 -1.84899 -2.87 -7.52 -8.37 0.02
O 1.34326 -2.58681 1.19378 1.36 1.66 -2.27 0.04
H 1.51198 -1.57828 1.06732 -0.53 -1.86 0.43 0.01
H 1.75510 -2.85688 0.31146 -0.80 0.09 1.70 0.02
O -4.12030 -2.35105 -1.05517 -1.51 -0.39 -1.67 0.02
H -4.21531 -2.49267 -0.14459 -0.95 -0.70 2.16 0.01
H -3.37308 -1.78989 -0.99175 1.65 0.54 -0.87 0.01
O -1.11757 2.08114 0.26360 0.05 -1.22 -0.59 0.02
H -1.03175 1.14912 -0.09724 0.00 1.51 0.83 0.01
H -1.06324 2.51958 -0.59846 -0.15 0.27 0.35 0.01
O -1.69809 -2.77663 -0.90722 -0.25 -2.32 0.92 0.05
H -0.77600 -2.59822 -1.19879 -0.48 -1.23 0.61 0.03
H -1.93737 -3.76128 -0.54769 1.74 3.62 -1.54 0.02
O -4.87524 0.02338 0.07867 -2.78 0.82 -1.19 0.01
H -5.37450 -0.01971 -0.80757 1.59 -0.20 2.06 0.00
H -3.96637 -0.14819 -0.08514 1.08 -0.11 -0.51 0.01
O 1.71220 0.17765 0.58886 0.55 0.26 -0.71 0.03
H 2.31902 0.67556 -0.03170 -1.08 -0.74 1.14 0.02
H 1.93736 0.52109 1.46525 -0.46 0.14 -0.44 0.01
O -0.90713 -0.69144 -3.97526 3.96 -1.57 -2.25 0.04
H -0.97438 -1.42891 -4.58497 -1.41 0.53 0.47 0.01
H -1.46222 -0.15865 -3.46696 -2.35 0.52 1.06 0.01
```
Forces are in eV/Å.

**F_max**: 13.1 eV/Å
**M**: 288.2 Da
**Energy above the lowest of the compared OMol25 structures with the same formula, charge and spin**: 124.56 kcal per mole
**Total charge**: -1
**Kohn-Sham gap (spin up / spin down)**: 2.22 / 9.75 eV
**HOMO level (spin up / spin down)**: 0.2 / -7.3 eV
**Spin multiplicity**: 2

***

2.
The following is a quantum chemistry calculation of 16 unconnected molecules or ions with the total composition H32O16, from the Open Molecules 2025 dataset.

Geometry as XYZ:
```
48
Properties=species:S:1:pos:R:3:forces:R:3:nbo_charge:R:1
O 1.05300 -16.69600 7.09500 -0.11 -0.48 0.08 -0.94
H 0.49700 -16.50400 7.84000 -1.04 -0.04 0.32 0.46
H 1.72700 -16.05200 7.29900 0.43 0.44 -0.44 0.48
O 0.69700 -16.51400 10.10300 -1.36 0.59 -0.44 -0.96
H 1.34900 -16.61300 10.77500 0.80 -0.65 0.32 0.47
H 0.57200 -17.32400 9.60200 0.41 -0.35 0.37 0.50
O 2.84100 -14.26100 12.84900 1.16 1.67 -0.19 -0.96
H 1.93900 -14.35500 13.07800 -1.50 -0.09 0.41 0.48
H 3.18100 -15.11600 12.66700 0.19 -1.22 -0.13 0.48
O 3.56800 -18.94900 10.69600 0.14 -0.34 1.34 -0.98
H 3.66400 -18.46600 11.54900 -0.14 -0.78 -1.37 0.45
H 3.24400 -18.26700 10.09000 0.11 -0.05 -0.05 0.48
O 5.05800 -14.18300 8.29400 1.09 -0.43 0.75 -0.99
H 4.26900 -14.30600 7.76400 -0.28 -0.03 0.44 0.48
H 4.86000 -14.48700 9.20600 -0.17 0.83 -1.10 0.48
O 2.82700 -11.40500 13.05100 0.20 1.54 0.87 -0.97
H 2.92100 -11.02300 12.17500 -0.08 -0.10 -0.13 0.49
H 2.64200 -12.31900 12.94500 -0.04 -1.06 -0.40 0.47
O 0.33300 -13.04400 12.15700 -1.08 -0.84 -0.02 -0.96
H -0.31700 -12.32600 12.23900 0.27 -0.21 0.23 0.50
H -0.21100 -13.86000 12.05600 0.46 0.90 0.05 0.48
O 1.94200 -11.44000 10.38400 -0.36 0.61 -0.53 -1.00
H 1.75100 -11.50200 9.42200 0.45 0.02 0.16 0.51
H 1.21000 -11.91200 10.77400 -0.18 -0.38 0.36 0.48
O 3.00500 -16.86700 12.34700 -0.14 0.70 -1.35 -0.94
H 3.54700 -17.09800 13.06100 1.80 -0.48 1.80 0.49
H 2.18100 -17.18400 12.66700 -1.65 -0.49 0.22 0.49
O 2.29100 -12.47600 7.97800 -1.18 0.38 -1.74 -0.97
H 1.54000 -12.99800 7.62200 0.51 0.61 0.27 0.48
H 2.58800 -13.03700 8.67900 0.70 -0.77 0.88 0.50
O 2.56600 -14.41100 9.85800 0.01 -1.22 1.22 -1.00
H 2.68500 -14.31800 10.83000 -0.02 0.37 -0.70 0.49
H 2.67800 -15.37600 9.68000 -0.10 1.08 -0.30 0.50
O 5.50000 -15.58100 10.62900 -0.12 -0.36 0.99 -0.96
H 5.53000 -15.71100 11.59500 0.38 0.17 -0.71 0.49
H 6.39800 -15.64600 10.27900 -0.04 0.07 0.14 0.51
O 3.54200 -16.84600 9.18100 0.79 -0.59 -1.09 -0.98
H 4.17600 -17.21400 8.51900 -0.88 0.41 0.51 0.50
H 4.16400 -16.55000 9.86500 0.35 0.23 0.07 0.51
O -0.06200 -13.83700 9.15600 0.85 -0.75 -0.70 -0.96
H 0.61100 -14.39500 9.59500 0.08 0.29 -0.60 0.50
H -0.60000 -13.61600 9.88600 -1.25 0.64 0.93 0.45
O 3.08400 -15.05400 6.73800 0.28 0.75 -0.84 -0.93
H 3.40900 -15.92400 6.58400 0.22 -1.66 0.25 0.47
H 3.58500 -14.64400 6.02600 -0.34 1.01 -0.23 0.49
O 4.51000 -12.21700 10.57800 3.98 -0.61 -0.26 -0.96
H 3.60900 -12.05500 10.60400 -3.01 0.32 0.39 0.48
H 4.82400 -12.74400 11.32200 -0.59 0.35 -0.08 0.46
```
Forces are in eV/Å.

**F_max**: 4.0 eV/Å
**M**: 288.2 Da
**Energy above the lowest of the compared OMol25 structures with the same formula, charge and spin**: 139.99 kcal per mole
**Kohn-Sham gap**: 8.72 eV
**HOMO level**: -9.8 eV

***

3.
The following is a quantum chemistry calculation of 17 unconnected molecules or ions with the total composition H34O17, from the Open Molecules 2025 dataset.

Geometry as XYZ:
```
51
Properties=species:S:1:pos:R:3:forces:R:3:nbo_charge:R:1
O -3.55006 1.01427 -0.16260 -0.28 0.10 -0.34 -0.95
H -2.96787 0.56753 -0.78314 0.45 -0.19 0.10 0.47
H -4.13074 1.40153 -0.83113 -0.35 0.23 0.29 0.47
O -1.79609 1.04110 -2.53080 0.31 -1.06 -0.12 -0.96
H -1.30619 0.50522 -1.89677 0.35 0.32 0.74 0.46
H -1.77409 0.35707 -3.22949 -0.49 0.47 -0.48 0.49
O 1.53986 -3.40175 -4.36827 -0.62 1.08 0.20 -0.93
H 0.90688 -3.34682 -3.64241 -0.12 -0.96 0.38 0.47
H 1.72886 -2.45228 -4.33588 0.84 -0.13 -0.57 0.46
O -4.25235 -2.00535 -1.70113 1.39 -1.51 0.58 -0.99
H -5.10819 -1.81215 -1.33567 -0.24 0.97 -0.52 0.50
H -3.83472 -1.45892 -2.36509 -0.96 0.58 -0.14 0.49
O 4.39889 1.25971 0.84141 0.07 0.17 -0.09 -0.96
H 4.44573 0.29117 0.76295 -0.46 0.83 0.68 0.46
H 4.37627 1.43292 1.78727 0.08 -0.08 0.06 0.47
O -0.10303 1.09868 0.62776 -0.13 0.45 -0.26 -1.00
H -0.77536 0.44260 0.84717 -0.35 0.23 -0.47 0.50
H -0.47054 1.85137 0.16847 -0.60 0.04 -0.22 0.49
O 1.42834 4.38982 0.71510 -0.07 -0.40 -0.04 -0.95
H 2.26835 4.85455 0.75582 0.05 0.06 0.01 0.48
H 1.67707 3.47507 0.52029 0.07 0.18 0.01 0.47
O -0.89162 -1.37786 -0.22100 -0.17 -0.18 -0.08 -1.02
H -1.81762 -1.51941 -0.45350 -0.02 -0.35 0.12 0.49
H -0.76461 -1.76387 0.67935 -0.27 0.22 -0.32 0.51
O -0.39907 -1.81248 2.32394 0.70 -0.73 0.31 -0.98
H -0.72015 -2.28901 3.10152 -0.27 -0.10 -0.37 0.50
H 0.03356 -1.07501 2.77763 -0.19 0.18 -0.38 0.50
O -1.20137 -0.14513 4.05403 -0.27 1.00 0.56 -0.97
H -0.45641 0.45782 3.84918 -0.28 -0.62 0.34 0.48
H -1.91385 0.26153 3.54575 -0.21 -0.29 0.15 0.47
O 1.64252 0.24100 -1.10240 1.44 -0.26 -0.69 -0.95
H 0.95160 0.67833 -1.60150 -0.24 -0.17 0.34 0.47
H 1.25568 -0.26533 -0.38883 -0.74 0.30 -0.25 0.48
O -3.65851 4.07941 -0.65945 -0.86 0.71 -0.05 -0.97
H -2.85390 4.18803 -1.17079 0.14 -0.62 0.31 0.48
H -3.69341 3.27898 -0.13001 0.81 -0.09 -0.21 0.48
O 1.77094 -3.37137 -1.50617 0.13 0.74 -0.42 -0.97
H 1.92531 -4.29778 -1.71275 -0.20 -0.01 0.57 0.49
H 1.28598 -3.22486 -0.68844 -0.08 -0.68 -0.09 0.48
O 2.53553 1.02088 4.94786 2.81 0.46 0.60 -0.98
H 2.58558 0.18584 5.41045 -1.01 0.03 -0.17 0.48
H 1.73581 1.34438 4.58796 -1.47 -0.59 -0.33 0.50
O -1.83420 -1.23879 -4.36327 1.08 0.24 -0.36 -0.94
H -1.71911 -0.87612 -5.25224 -0.70 0.12 -0.14 0.48
H -0.91072 -1.51948 -4.24360 -0.34 -0.35 0.52 0.48
O 4.12363 -1.46022 0.61846 0.65 -0.34 0.88 -0.93
H 3.23691 -1.49487 0.26540 0.01 0.20 -0.76 0.49
H 4.72441 -0.98476 0.03515 -0.39 -0.73 -0.76 0.47
O 0.76736 0.99698 2.81434 0.55 0.15 2.13 -0.99
H 0.23802 1.75129 2.55129 0.29 0.01 -0.75 0.51
H 1.32067 0.72655 2.08778 0.17 0.38 -0.50 0.52
```
Forces are in eV/Å.

**F_max**: 2.9 eV/Å
**M**: 306.3 Da
**Energy above the lowest of the compared OMol25 structures with the same formula, charge and spin**: 88.57 kcal per mole
**Kohn-Sham gap**: 10.76 eV
**HOMO level**: -11.1 eV

***

4.
The following is a quantum chemistry calculation of a molecular structure, H35O18, from the Open Molecules 2025 dataset.

Geometry as XYZ:
```
53
Properties=species:S:1:pos:R:3:forces:R:3:nbo_charge:R:1
O 3.23436 -1.61910 0.07694 -0.11 -2.54 0.84 -0.99
H -0.10650 -1.11621 -1.78099 0.49 -0.47 -0.60 0.49
H -1.90983 -2.69679 -1.78924 0.45 2.19 2.79 0.52
O 1.89276 0.93186 0.89769 -1.48 -2.40 3.26 -0.99
H 3.16706 -3.15083 1.21170 -0.07 1.11 2.78 0.51
O -0.88234 2.11206 2.04479 -0.52 0.00 2.02 -0.97
H 0.00738 2.37728 1.88016 0.55 0.31 -0.30 0.46
H -1.21679 1.86383 1.20102 -0.35 -0.22 -1.63 0.49
O -2.37510 5.58354 0.71482 1.59 0.40 -0.33 -0.95
H -3.01351 -0.49837 3.79674 0.99 1.31 0.60 0.49
H -1.56646 5.15094 1.05999 -0.80 0.17 -0.22 0.49
O -0.97867 -2.67915 1.25743 2.34 -0.71 -0.88 -0.95
H -0.29079 -3.04980 1.82528 -0.32 0.23 0.02 0.50
H 3.19728 -1.37305 -0.81516 -0.12 1.11 -2.09 0.51
O 1.69787 3.79420 2.11723 -1.47 -0.89 1.37 -0.94
H 2.02643 0.07517 -3.33304 2.34 -0.21 0.15 0.48
H 1.64825 2.86026 1.87849 0.19 -0.12 -0.31 0.47
O -0.46991 -1.91837 -2.71922 1.49 0.29 0.50 -1.13
H 0.74227 1.10565 -2.77213 -0.01 0.28 0.22 0.49
H -1.06911 -1.18809 -2.77360 -1.33 0.36 -1.03 0.44
O 2.30032 -0.77562 -2.88281 -2.80 1.63 -1.28 -1.01
H 1.39628 0.20187 1.49948 1.88 2.65 -1.41 0.49
H 0.33394 2.15219 -3.73802 -0.89 0.57 -0.95 0.46
O 1.70418 -5.21014 -1.79088 -2.42 1.70 1.11 -0.92
H 0.93001 -4.62327 -1.48026 1.20 -0.82 -1.83 0.47
H 1.96105 -5.34373 -0.88618 1.22 -0.82 0.68 0.45
O 2.92205 0.48040 3.24323 -0.11 0.14 -1.03 -0.95
H 3.01906 0.36474 4.16941 0.13 -0.07 1.32 0.47
H 2.66655 1.40449 3.11014 0.14 -0.28 0.04 0.48
O 1.11807 1.74508 -3.41927 0.49 -0.70 0.84 -0.97
H -3.81854 -3.08738 -0.07622 -1.82 0.38 0.21 0.47
H 1.29429 -0.91781 -2.97561 1.23 -2.24 0.68 0.50
O -4.66904 -2.82119 -0.54599 3.88 -0.44 -2.03 -0.97
H -3.99462 -2.63609 -1.35076 -2.86 0.07 2.06 0.48
H -3.10424 5.14318 1.11383 -0.73 -0.68 0.54 0.47
O 3.13906 -3.03023 2.23677 0.03 -1.93 -1.85 -0.99
H 1.49000 0.61025 0.10902 -0.71 0.30 -1.56 0.48
H 2.39399 4.10071 1.59145 1.65 0.88 -1.29 0.47
O -2.19304 -2.10519 -0.96056 -0.93 -1.44 -2.09 -1.05
H -1.73632 -2.46550 1.73781 -1.77 0.42 1.58 0.48
H -1.56904 -2.15035 -0.22374 0.46 -0.47 -0.79 0.50
O -3.79865 -0.24777 3.34896 -2.53 -0.74 -1.40 -1.00
H 3.35316 -0.91207 0.67278 0.22 1.73 0.43 0.49
H -4.16206 0.64182 3.18616 1.61 -0.57 0.80 0.51
O 0.25128 -0.06617 -1.31219 -3.87 0.68 0.39 -1.12
H 3.02025 -2.10826 2.42607 -0.07 0.64 -0.28 0.47
H 1.15132 -0.10045 -1.25577 3.74 -0.63 -0.22 0.45
O -1.78288 3.46811 -2.64955 -0.65 -0.78 -5.14 -0.93
H -1.89114 3.87875 -1.86058 -0.17 1.59 3.83 0.48
H -0.88810 3.17832 -2.73590 0.58 -0.05 0.56 0.45
O -1.47288 1.96996 -0.72275 -0.94 -2.58 1.07 -1.02
H -0.78725 1.27436 -1.01641 -0.97 0.55 0.58 0.52
H -2.31169 1.42193 -0.54057 1.95 1.11 -0.72 0.48
```
Forces are in eV/Å.

**F_max**: 5.2 eV/Å
**M**: 323.3 Da
**Energy above the lowest of the compared OMol25 structures with the same formula, charge and spin**: 91.24 kcal per mole
**Total charge**: -1
**Kohn-Sham gap**: 8.27 eV
**HOMO level**: -6.3 eV

***

5.
The following is a quantum chemistry calculation of a molecular structure, H36NO21Zn, from the Open Molecules 2025 dataset.

Geometry as XYZ:
```
59
Properties=species:S:1:pos:R:3:forces:R:3:nbo_charge:R:1
Zn 0.74031 -0.11195 0.37060 -1.04 0.33 -0.09 1.74
N -1.67054 -0.57611 2.29334 -0.94 1.47 -1.99 0.72
O -2.49151 0.29178 1.82355 1.61 -1.05 1.06 -0.53
O -2.09262 -1.63434 2.72904 0.70 0.13 0.31 -0.44
O -0.40020 -0.30655 2.19812 -1.42 -0.82 0.72 -0.68
O 1.18644 0.69982 -3.86286 -1.91 -1.29 0.37 -0.98
H 0.71429 -0.07850 -4.26337 0.76 1.05 0.53 0.52
H 1.89333 0.95496 -4.42006 1.18 0.17 -1.02 0.50
O -1.97450 -4.72531 -0.04107 0.95 0.39 -0.89 -0.98
H -1.91099 -4.41325 0.85434 0.25 0.18 0.73 0.50
H -2.77375 -5.21228 -0.11805 -1.04 -0.61 -0.09 0.48
O 1.10184 -2.06119 0.47475 0.23 -1.24 0.10 -1.07
H 0.56430 -2.73884 0.98162 0.29 0.78 -0.28 0.54
H 1.31761 -2.47089 -0.38822 -0.38 -0.07 0.38 0.53
O 2.29871 0.43521 1.54962 1.07 -0.84 -1.31 -1.03
H 2.44592 -0.22709 2.22408 0.02 0.04 1.03 0.52
H 2.04206 1.28974 1.87122 -0.31 0.48 0.86 0.53
O 2.80379 -1.92970 3.24326 1.19 0.14 1.40 -0.95
H 3.23463 -2.17415 2.42660 0.09 -0.33 -0.56 0.48
H 3.54210 -2.01844 3.91292 -1.30 0.20 -0.99 0.49
O -2.70680 1.55558 -1.15111 0.88 -0.17 -1.70 -0.99
H -2.13362 2.01467 -1.81877 -0.55 -0.50 0.72 0.50
H -2.87417 2.19054 -0.46521 -0.28 0.69 0.97 0.50
O -0.93158 -0.39720 -0.94300 -0.45 0.16 0.30 -1.05
H -1.71405 0.20225 -0.77921 0.46 -0.01 -0.17 0.53
H -1.29735 -1.26800 -1.15503 0.28 -0.03 -0.10 0.51
O 1.06019 1.14345 3.98852 -0.25 -0.19 0.09 -0.97
H 0.65613 0.27128 4.12841 0.02 0.25 -0.35 0.50
H 1.77709 1.17997 4.61756 0.28 0.17 0.41 0.48
O -3.89817 2.79405 1.13470 0.74 -1.46 0.08 -0.95
H -4.35360 1.93997 1.01233 0.20 0.47 0.26 0.49
H -4.50289 3.45217 0.84832 -0.94 0.94 -0.34 0.48
O -0.60956 2.58624 -3.09448 -0.51 0.58 0.97 -0.98
H 0.13104 1.98513 -3.17458 0.41 -0.67 -0.19 0.50
H -0.87754 2.72725 -3.98898 -0.45 0.22 -0.96 0.49
O 1.19110 3.80050 -1.62734 0.31 -2.26 -0.11 -1.00
H 1.55368 4.59394 -1.31274 0.30 1.91 0.47 0.49
H 0.44394 3.89677 -2.22078 -0.40 0.32 -0.25 0.52
O 3.52302 2.07833 -1.67642 -0.86 0.83 -0.67 -0.99
H 2.89534 2.78209 -1.99818 0.74 -0.76 0.63 0.51
H 4.31604 2.51824 -1.37879 0.30 0.24 0.08 0.49
O -0.38772 -3.77611 2.06362 0.52 -0.59 0.77 -0.99
H -0.92087 -3.33683 2.76059 0.46 0.10 -0.40 0.52
H 0.26150 -4.37199 2.50819 -0.89 0.67 -0.37 0.50
O 0.48753 1.93397 0.52717 1.02 -0.30 -1.88 -1.11
H -0.13020 2.35828 1.21338 0.01 0.32 -0.10 0.52
H 0.76809 2.42993 -0.27886 -0.66 0.19 1.08 0.52
O 0.48790 -3.88229 -1.42276 0.46 -0.44 -0.67 -0.99
H 0.85706 -4.49436 -2.08181 -0.12 0.39 0.34 0.48
H -0.32704 -4.30877 -1.13070 -0.40 -0.02 0.31 0.51
O -1.77789 -1.88157 -3.35122 -2.15 -0.63 -0.59 -0.97
H -2.20663 -2.72044 -3.74438 0.86 2.14 0.98 0.49
H -2.52599 -1.21857 -3.22788 1.27 -1.42 -0.38 0.48
O 1.96688 0.03616 -1.31953 -1.11 -1.82 0.92 -1.00
H 2.66635 0.62346 -1.11586 1.80 1.18 0.43 0.51
H 1.50586 0.49750 -2.00033 -0.66 0.14 -1.34 0.50
O -0.90000 2.67453 2.34203 -2.05 -0.58 -0.09 -0.93
H -1.58864 1.94326 2.30538 0.42 0.92 -0.36 0.52
H -0.45566 2.45375 3.14831 0.94 -0.10 0.95 0.50
```
Forces are in eV/Å.

**F_max**: 2.6 eV/Å
**M**: 451.7 Da
**Total charge**: +1
**Kohn-Sham gap**: 9.70 eV
**HOMO level**: -12.0 eV